# 1
C6H13GdO4 as an isolated structure in a non-equilibrium geometry. Source: the OMol25 dataset; level of theory: wB97M-V/def2-TZVPD.

Each line ends with the Mulliken spin population.
Element x y z (Å)
O: 3.1315 0.2577 -1.8531  0.0041
C: 2.3525 1.0179 -1.0684  0.0611
C: 2.0087 0.5271 0.2062  -0.0136
O: 2.8566 -0.4799 0.6749  0.0852
C: 2.4010 -1.1806 1.8147  -0.0085
Gd: 4.4135 -1.4184 -1.2113  6.8627
H: 2.5453 2.1044 -1.1004  0.0090
H: 1.7830 1.2497 0.9998  -0.0037
H: 3.2178 -1.8372 2.1395  0.0088
H: 2.1612 -0.4844 2.6323  -0.0033
H: 1.5177 -1.7839 1.5527  0.0007
H: 0.5443 1.6729 -1.6130  -0.0035
H: 0.0161 0.7561 0.0520  0.0026
O: -0.6777 1.8770 -1.5796  0.0003
C: -3.7427 -1.1934 0.3860  0.0000
O: -2.9154 -0.0611 0.4753  0.0001
C: -2.2561 0.2360 -0.7264  -0.0008
C: -1.1758 1.2669 -0.4855  -0.0017
H: -4.2439 -1.3730 1.3504  0.0000
H: -4.5008 -1.0225 -0.3904  0.0000
H: -3.1549 -2.0899 0.1159  0.0000
H: -2.9734 0.6227 -1.4746  0.0000
H: -1.7887 -0.6708 -1.1570  0.0006
H: -1.5198 2.0068 0.2600  -0.0001

Forces on atoms 1 to 2 (eV/Å):
O -0.432 0.101 0.415
C 1.363 -1.189 2.189

Calculated values
Total charge: 0
2S+1: 8
Expectation value of S²: 16.103
E_HOMO (spin up / spin down) in eV: -5.82 / -7.76
Orbital gap (spin up / spin down) in Ha: 0.2172 / 0.2883
Lowest unoccupied orbital energy (spin up / spin down) in eV: 0.1 / 0.1


# 2
A 2-piece molecular cluster, C5H13N3O overall in a non-equilibrium geometry. Source: the OMol25 dataset; level of theory: wB97M-V/def2-TZVPD.

Each line ends with the Löwdin charge.
Element x y z (Å)
C: 1.6926 1.4139 -0.1940  -0.0103
C: 0.6149 0.5408 -0.7894  -0.4233
O: -0.2106 1.0042 -1.5834  0.0093
C: 0.8880 -0.9731 -0.7996  -0.3995
C: 1.2742 -1.5214 0.5729  -0.0545
N: -0.2210 -1.7403 -1.3379  0.0484
H: 1.7342 1.2721 0.8838  0.0826
H: 1.4907 2.4569 -0.4160  0.0894
H: 2.6647 1.1427 -0.6018  0.0959
H: 1.7372 -1.1127 -1.4862  0.1544
H: 2.2063 -1.0919 0.9278  0.0733
H: 0.4887 -1.3179 1.2994  0.0744
H: 1.3853 -2.6003 0.5003  0.0825
H: -0.5243 -1.3315 -2.2164  0.0764
H: -1.0108 -1.7007 -0.6972  0.0769
H: -1.6728 0.4581 2.9599  0.0248
N: -2.3157 0.4815 2.1770  0.0525
C: -1.8036 0.7691 1.0622  -0.4315
N: -2.4568 0.9534 -0.0871  0.0873
H: -0.6700 0.7043 0.8036  0.1097
H: -3.4516 1.0856 -0.0451  0.0992
H: -1.8397 1.1073 -0.9329  0.0821

Forces on atoms 1 to 2 (eV/Å):
C -0.575 0.196 0.456
C 0.902 0.269 -2.779

Calculated values
SMILES: CC(=O)[C@@H](C)N.[H]/N=C/N
Total charge: 0
2S+1: 1
Energy relative to the best compared isomer or geometry (same formula, charge and spin) in kJ/mol: 147.4
E_HOMO in eV: -8.98
Orbital gap in Ha: 0.3434
Lowest unoccupied orbital energy in eV: 0.4


# 3
CH2NO3S as an isolated structure in a non-equilibrium geometry. Source: the OMol25 dataset; level of theory: wB97M-V/def2-TZVPD.

Each line ends with the Löwdin charge.
Element x y z (Å)
C: -0.3045 -0.2859 -1.0343  -0.6163
N: 0.6122 0.5235 -1.5454  -0.2544
O: 0.3419 1.4525 -2.3683  -0.2345
O: 0.2610 0.1901 2.5696  -0.1807
O: 0.9251 -0.9067 1.3366  -0.5829
S: -0.0197 -1.4836 0.1817  0.8283
H: -0.2978 0.6532 1.9747  -0.0384
H: -1.5183 -0.1430 -1.1147  0.0789

Forces on atoms 1 to 2 (eV/Å):
C -3.313 0.686 0.231
N 0.572 -0.263 -0.324

Calculated values
Total charge: -1
2S+1: 1
Energy relative to the best compared isomer or geometry (same formula, charge and spin) in kJ/mol: 644.0
E_HOMO (spin up / spin down) in eV: -3.70 / -3.70
Orbital gap (spin up / spin down) in Ha: 0.2486 / 0.2488
Lowest unoccupied orbital energy (spin up / spin down) in eV: 3.1 / 3.1


# 4
One molecule with the formula C5H13NO3 in a non-equilibrium geometry. Source: the OMol25 dataset; level of theory: wB97M-V/def2-TZVPD.

Each line ends with the Löwdin charge.
Element x y z (Å)
C: -2.0549 0.7498 -0.3693  -0.0863
C: -1.2822 -0.5492 -0.5958  -0.3793
C: -0.6207 -0.5785 -1.9702  -0.0818
C: -0.2688 -1.1263 0.5608  -0.1756
O: 1.0855 -0.9298 0.3110  -0.0813
C: 1.6848 0.3770 0.7537  -0.7204
N: 1.5957 0.4943 2.1577  0.1423
O: 1.0167 1.3997 0.1339  0.0601
O: 2.9948 0.3136 0.3484  0.0846
H: -2.8847 0.8111 -1.0747  0.0813
H: -1.4095 1.6072 -0.5489  0.0638
H: -2.4466 0.7909 0.6475  0.0788
H: -2.0380 -1.3421 -0.5863  0.1163
H: 0.0974 0.2396 -2.0510  0.0732
H: -1.3617 -0.4870 -2.7630  0.0756
H: -0.0889 -1.5176 -2.1239  0.0793
H: -0.4186 -2.2075 0.5618  0.1197
H: -0.5792 -0.6683 1.5090  0.1117
H: 1.9966 -0.3227 2.6183  0.1137
H: 1.8631 1.3912 2.5262  0.0996
H: 0.1102 1.4578 0.5460  0.1085
H: 3.0091 0.0967 -0.5912  0.1161

Forces on atoms 1 to 2 (eV/Å):
C 0.601 -0.302 0.296
C 0.450 -1.419 0.542

Calculated values
SMILES: CC(C)COC(N)(O)O
Total charge: 0
2S+1: 1
Energy relative to the best compared isomer or geometry (same formula, charge and spin) in kJ/mol: 89.3
E_HOMO in eV: -9.72
Orbital gap in Ha: 0.3885
Lowest unoccupied orbital energy in eV: 0.9


# 5
One molecule with the formula C6H12N2O2 in a non-equilibrium geometry. Source: the OMol25 dataset; level of theory: wB97M-V/def2-TZVPD.

Each line ends with the Löwdin charge.
Element x y z (Å)
C: -2.9232 -0.8921 -1.9073  -0.0829
C: -2.9046 -0.6275 -0.4085  -0.2541
N: -1.6432 -0.0612 0.0681  -0.1312
C: -0.5889 -0.9601 0.5226  -0.1405
C: 0.2475 -1.3672 -0.6823  -0.3726
C: 0.5248 -0.2525 -1.6755  -0.4212
O: 1.2914 -0.3946 -2.6077  0.1014
O: 0.0363 1.0172 -1.4233  0.0501
C: 1.2387 -2.4581 -0.5340  -0.0926
N: 0.0326 -2.6753 -1.3144  0.0731
H: -2.8048 0.0449 -2.4691  0.0831
H: -2.1413 -1.6011 -2.2107  0.0648
H: -3.8892 -1.3314 -2.1910  0.0746
H: -3.7000 0.0885 -0.1623  0.1146
H: -3.1266 -1.5586 0.1418  0.1114
H: -1.7893 0.8155 0.6330  0.1512
H: 0.0507 -0.4177 1.2322  0.1365
H: -0.9789 -1.8630 1.0223  0.1265
H: -0.4721 0.9657 -0.5421  0.0773
H: 2.1641 -2.3983 -1.1080  0.1168
H: 1.3118 -2.9219 0.4524  0.1158
H: -0.6587 -3.2117 -0.7939  0.0977

Forces on atoms 1 to 2 (eV/Å):
C -0.124 -0.091 -0.261
C -0.079 0.065 0.056

Calculated values
SMILES: CCNC[C@@]1(C(=O)O)CN1
Total charge: 0
2S+1: 1
Energy relative to the best compared isomer or geometry (same formula, charge and spin) in kJ/mol: 197.7
E_HOMO in eV: -9.43
Orbital gap in Ha: 0.3645
Lowest unoccupied orbital energy in eV: 0.5


# 6
A 2-piece molecular cluster, C5H10O overall in a non-equilibrium geometry. Source: the OMol25 dataset; level of theory: wB97M-V/def2-TZVPD.

Each line ends with the Löwdin charge.
Element x y z (Å)
C: 0.3086 -0.1399 -1.4342  0.1632
C: 1.7732 -0.7001 0.5362  -0.0557
C: -2.0503 0.2273 0.4283  -0.1176
C: 0.4655 -0.2011 -0.0273  -0.4802
C: -0.6876 -0.2798 0.7521  -0.1193
O: 1.0692 1.5774 -0.6390  -0.1557
H: 0.2381 2.0659 -0.5492  0.0164
H: 1.0554 -0.6061 -2.0688  0.1027
H: -0.6498 0.1089 -1.8707  0.0849
H: -0.5734 -0.6991 1.7486  0.0995
H: 1.9393 -0.2750 1.5260  0.0861
H: 2.6069 -0.3948 -0.0958  0.0801
H: 1.7712 -1.7917 0.5952  0.0850
H: -2.3580 0.9590 1.1855  0.0768
H: -2.1151 0.7258 -0.5394  0.0602
H: -2.7930 -0.5768 0.4526  0.0736

Forces on atoms 1 to 2 (eV/Å):
C 0.988 2.166 1.154
C 0.014 0.072 -0.147

Calculated values
Total charge: 0
2S+1: 1
Energy relative to the best compared isomer or geometry (same formula, charge and spin) in kJ/mol: 401.0
E_HOMO (spin up / spin down) in eV: -7.58 / -7.52
Orbital gap (spin up / spin down) in Ha: 0.2706 / 0.2728
Lowest unoccupied orbital energy (spin up / spin down) in eV: -0.2 / -0.1


# 7
C39H35ClFeN2Si2 as an isolated structure in a non-equilibrium geometry. Source: the OMol25 dataset; level of theory: wB97M-V/def2-TZVPD.

Each line ends with the Mulliken spin population.
Element x y z (Å)
C: -1.8701 -1.2836 4.4552  -0.0100
C: -0.7455 -1.8829 3.7987  0.0972
C: 0.1911 -0.8460 3.4991  -0.0185
H: -0.5967 -2.9345 3.6141  0.0187
C: -0.3593 0.4024 3.9313  0.1028
C: -1.6231 0.1261 4.5579  0.0759
H: -2.2547 0.8545 5.0637  0.0106
H: -2.7439 -1.8040 4.8498  0.0069
H: 1.1850 -0.9819 3.0992  -0.0049
H: 0.1278 1.3718 3.8635  0.0107
Fe: -1.7090 -0.4928 2.5651  3.4129
Si: 1.8378 0.8626 -2.2437  0.0043
C: 1.8288 -0.0510 -3.8817  0.0004
C: 1.4080 0.5580 -5.0759  0.0003
H: 0.8895 1.5138 -5.0481  0.0000
C: 1.6968 -0.0527 -6.2858  0.0000
H: 1.3792 0.4152 -7.2110  0.0000
C: 2.3928 -1.2670 -6.3352  0.0001
H: 2.6439 -1.7382 -7.2903  0.0000
C: 2.7732 -1.8913 -5.1529  -0.0002
H: 3.2926 -2.8593 -5.1731  0.0000
C: 2.4918 -1.2963 -3.9289  0.0007
H: 2.8099 -1.7753 -2.9935  -0.0001
C: 2.7433 2.4634 -2.5487  -0.0001
C: 3.9999 2.3762 -3.1828  -0.0003
H: 4.4132 1.4031 -3.4870  0.0000
C: 4.7434 3.5302 -3.4472  0.0001
H: 5.7160 3.4390 -3.9403  0.0000
C: 4.2290 4.7906 -3.1118  0.0000
H: 4.8154 5.6926 -3.3126  0.0000
C: 2.9786 4.8811 -2.4873  0.0003
H: 2.5742 5.8613 -2.2420  0.0000
C: 2.2259 3.7308 -2.2218  0.0006
H: 1.2319 3.8268 -1.7737  -0.0002
H: 2.7494 0.0826 -1.4326  -0.0001
Si: -0.0859 0.1218 -0.2865  0.0507
C: 0.9711 1.0062 0.9861  -0.0119
C: 2.2667 0.4930 1.2089  0.0284
H: 2.5053 -0.5145 0.8605  0.0017
C: 3.2644 1.2947 1.7521  -0.0008
H: 4.2610 0.8749 1.9003  0.0005
C: 2.9944 2.6177 2.1030  0.0023
H: 3.7986 3.2425 2.5078  0.0002
C: 1.7273 3.1532 1.8377  0.0020
H: 1.5434 4.1992 2.0862  0.0000
C: 0.7197 2.3658 1.2734  -0.0023
H: -0.2376 2.8138 0.9902  -0.0045
C: 0.1804 -1.7203 -0.3695  -0.0130
C: 0.9005 -2.5810 0.4725  0.0228
H: 1.1114 -2.3037 1.5024  -0.0190
C: 1.3982 -3.7897 -0.0307  -0.0009
H: 1.9867 -4.4571 0.6080  0.0000
C: 1.1639 -4.1655 -1.3625  0.0036
H: 1.6093 -5.0793 -1.7704  0.0003
C: 0.4239 -3.3203 -2.1956  -0.0035
H: 0.2904 -3.5778 -3.2506  -0.0001
C: -0.1061 -2.1392 -1.6849  0.0240
H: -0.6623 -1.4770 -2.3543  0.0008
H: 0.2662 0.8320 -1.4828  -0.0010
Cl: -2.0268 0.7056 -0.6261  0.0075
C: -3.6611 -4.1152 1.6490  0.1053
C: -4.9951 -3.7514 1.8787  0.0783
C: -5.2936 -2.4056 2.0441  0.0095
C: -4.2707 -1.4567 2.0155  0.1358
N: -2.9411 -1.8248 1.8575  0.2075
C: -2.6640 -3.1421 1.6106  0.0213
C: -4.4412 -0.0399 2.3000  0.1777
C: -5.6650 0.5664 2.5976  -0.0021
C: -5.6885 1.9095 2.9661  0.0933
C: -4.4820 2.6138 3.0011  0.0983
C: -3.2848 1.9786 2.6969  0.0316
N: -3.2436 0.6450 2.3978  0.1537
H: -3.3812 -5.1566 1.5031  0.0090
H: -5.7867 -4.4990 1.9310  0.0062
H: -6.3093 -2.0628 2.2371  0.0172
H: -1.6291 -3.4142 1.3757  0.0177
H: -6.5630 -0.0411 2.5617  0.0152
H: -6.6337 2.3798 3.2256  0.0086
H: -4.4572 3.6675 3.2827  0.0067
H: -2.3393 2.5282 2.7029  0.0135

Forces on atoms 1 to 2 (eV/Å):
C 0.591 0.088 1.559
C 0.515 0.273 1.335

Calculated values
Total charge: +1
2S+1: 6
Energy relative to the best compared isomer or geometry (same formula, charge and spin) in kJ/mol: 0.0
Expectation value of S²: 8.790
E_HOMO (spin up / spin down) in eV: -6.76 / -10.34
Orbital gap (spin up / spin down) in Ha: 0.1062 / 0.2364
Lowest unoccupied orbital energy (spin up / spin down) in eV: -3.9 / -3.9


# 8
One molecule with the formula C3H6S3 in a non-equilibrium geometry. Source: the OMol25 dataset; level of theory: wB97M-V/def2-TZVPD.

Each line ends with the Löwdin charge.
Element x y z (Å)
C: 0.6850 -1.4322 -0.0854  -0.8120
S: 1.7741 -0.0777 -0.6685  0.7566
C: 0.8564 1.3490 -0.0447  -0.8100
S: -0.8440 1.5994 -0.7295  0.7396
C: -1.5745 0.1172 0.0450  -0.8193
S: -1.0322 -1.4482 -0.6975  0.7636
H: 1.0944 -2.3017 -0.5808  0.0104
H: 0.7891 -1.5685 1.0100  0.0534
H: 0.7317 1.2712 1.0367  0.0327
H: 1.5258 2.1776 -0.2595  0.0269
H: -2.6409 0.1162 -0.1325  0.0219
H: -1.3650 0.1978 1.1067  0.0363

Forces on atoms 1 to 2 (eV/Å):
C 0.199 0.037 -0.234
S -0.706 -0.293 0.201

Calculated values
SMILES: C1SCSCS1
Total charge: 0
2S+1: 1
Energy relative to the best compared isomer or geometry (same formula, charge and spin) in kJ/mol: 13.8
E_HOMO in eV: -8.69
Orbital gap in Ha: 0.3483
Lowest unoccupied orbital energy in eV: 0.8